(1)
106
Properties=species:S:1:pos:R:3:lowdin_charge:R:1 method="wB97M-V/def2-TZVPD" lumo_energy_ev="3.50 / 3.50" s2=0.7816 multiplicity=2 charge=-2 orbital_gap_ev="4.71 / 6.77" e_tot_ev=-265981.893 de_lowest_ev=1.263
Te -0.304 -0.330 1.755 1.88
Se 0.281 1.522 -3.489 0.31
Se 1.436 -1.943 -2.500 0.34
Ca -1.701 1.424 -1.168 1.23
Cl 1.943 4.640 -0.704 0.58
Cl 0.070 4.007 1.444 0.65
P 1.720 -0.092 -3.518 0.09
O -6.467 6.463 2.106 0.04
O -5.118 3.729 -1.466 -0.05
O -1.202 3.678 -1.303 -0.23
O -2.810 2.579 5.013 0.03
O -2.247 -0.886 -1.825 -0.08
O -2.371 1.894 1.025 -0.23
O -5.706 6.173 4.094 0.02
O -3.982 1.846 -1.163 -0.26
O -1.050 5.898 -1.645 0.01
O -1.435 1.907 3.512 -0.07
N -5.736 5.892 2.901 -0.37
N -3.673 -0.760 2.311 0.18
N -2.460 2.496 3.839 -0.34
N -4.365 3.032 -0.741 -0.37
N -1.155 -0.642 0.068 -0.35
C -1.834 -1.421 -0.779 -0.61
C -1.433 -3.378 4.816 -0.09
C 2.796 0.452 -7.435 -0.10
C 0.334 5.005 0.003 -0.96
C -0.518 -1.597 3.483 -0.35
C -3.186 2.744 1.450 -0.32
C 5.736 0.260 -2.826 -0.11
C -3.275 3.128 2.839 -0.09
C -1.533 -3.749 -1.565 -0.05
C -1.692 -5.119 -1.428 -0.08
C -1.385 -2.665 3.629 -0.14
C 2.548 0.648 -6.087 -0.11
C 5.869 1.543 -2.300 -0.11
C 3.354 0.581 -3.011 -0.41
C -2.802 -3.413 0.451 -0.06
C -4.109 4.143 3.307 0.05
C 1.835 -1.636 -5.879 -0.12
C 5.395 -2.511 -0.211 -0.05
C 2.269 1.274 0.761 -0.10
C 4.747 2.338 -2.131 -0.09
C -4.901 4.815 2.415 -0.17
C 3.091 -2.929 0.696 -0.04
C 1.583 -1.142 1.195 -0.32
C 0.301 -1.195 4.549 -0.30
C 4.070 -2.028 0.312 -0.27
C 0.801 -3.565 1.424 -0.04
C 4.484 -0.223 -3.166 -0.12
C -2.411 -5.641 -0.359 -0.11
C -4.168 3.414 0.587 -0.11
C 0.239 -1.929 5.732 -0.06
C -0.611 -3.014 5.871 -0.09
C 1.213 0.004 4.479 -0.07
C 2.546 -0.207 0.793 -0.30
C -2.061 -2.892 -0.601 -0.16
C -4.946 4.460 1.059 0.06
C -2.982 -4.786 0.571 -0.09
C 2.557 -0.790 -8.014 -0.11
C 3.491 1.862 -2.500 -0.14
C -0.766 4.838 -1.092 -0.79
C 1.833 -2.513 1.121 -0.29
C 2.069 -0.398 -5.300 -0.41
C -5.661 0.521 1.223 -0.03
C 2.075 -1.830 -7.235 -0.10
C 3.779 -0.671 0.355 -0.02
C -4.548 -0.194 1.829 -0.23
H -2.536 -6.714 -0.261 0.09
H 1.883 -2.799 -7.682 0.09
H 6.848 1.918 -2.025 0.09
H 6.613 -0.363 -2.961 0.10
H 1.544 1.517 -0.023 0.06
H -5.604 4.965 0.373 0.11
H -2.116 -4.214 4.913 0.10
H 1.871 1.657 1.703 0.04
H -3.568 -5.182 1.392 0.10
H 0.868 -1.626 6.561 0.10
H 2.710 1.621 -5.638 0.10
H 3.289 -3.994 0.622 0.12
H -3.268 -2.724 1.142 0.07
H 1.986 -0.116 3.715 0.07
H 1.471 -2.441 -5.252 0.05
H 2.744 -0.942 -9.070 0.09
H -0.978 -3.323 -2.391 0.05
H -1.255 -5.784 -2.164 0.10
H 5.533 -3.575 -0.012 0.07
H 0.639 0.910 4.266 0.06
H -2.035 -2.954 2.820 0.06
H 6.225 -1.962 0.240 0.08
H 5.447 -2.357 -1.290 0.07
H -5.870 1.421 1.801 0.09
H 3.167 1.271 -8.039 0.09
H 1.713 0.150 5.436 0.08
H 4.841 3.335 -1.718 0.09
H 0.988 -4.452 0.818 0.09
H 2.607 2.480 -2.391 0.01
H 0.818 -3.857 2.477 0.09
H 0.368 6.042 0.309 0.05
H 4.367 -1.232 -3.547 0.10
H -0.638 -3.565 6.803 0.10
H -6.544 -0.117 1.207 0.08
H -4.104 4.407 4.351 0.12
H -5.369 0.822 0.208 0.07
H 3.175 1.831 0.530 0.07
H 4.516 0.048 0.011 0.11
H -0.206 -3.226 1.187 0.04

(2)
71
Properties=species:S:1:pos:R:3:lowdin_charge:R:1 method="wB97M-V/def2-TZVPD" lumo_energy_ev="1.60 / 1.53" s2=2.0312 multiplicity=3 charge=-1 orbital_gap_ev="5.96 / 6.16" e_tot_ev=-160044.338 de_lowest_ev=0.364
Sb 16.940 11.202 14.331 0.29
Ge 11.216 9.096 12.230 1.02
V 15.010 8.812 15.696 0.19
S 16.007 10.662 12.361 -0.30
S 17.149 8.847 15.331 -0.11
S 14.831 11.028 15.725 -0.12
O 13.342 7.536 15.456 -0.16
O 15.132 8.520 17.744 -0.14
O 11.562 6.687 16.566 0.02
C 13.811 7.474 20.758 -0.22
C 12.289 7.631 11.505 -0.25
C 14.162 5.673 10.748 -0.10
C 12.092 7.472 15.802 -0.67
C 9.287 8.885 12.025 -0.26
C 14.758 9.302 23.983 -0.05
C 11.545 9.361 14.131 -0.26
C 12.978 6.321 20.364 -0.04
C 12.500 11.678 11.904 -0.13
C 13.649 7.906 11.482 -0.12
C 15.320 9.680 21.592 -0.02
C 12.610 12.982 9.892 -0.09
C 8.632 7.724 12.466 -0.11
C 14.586 6.944 11.124 -0.07
C 16.232 10.215 19.386 -0.03
C 12.951 12.775 11.219 -0.10
C 6.504 8.636 11.901 -0.11
C 7.236 7.606 12.411 -0.11
C 11.396 10.907 9.928 -0.13
C 11.724 10.727 11.279 -0.27
C 11.808 12.024 9.248 -0.10
C 14.636 8.934 22.542 -0.26
C 11.093 8.391 15.244 -0.17
C 8.506 9.960 11.604 -0.11
C 12.815 5.393 10.758 -0.12
C 14.498 8.260 19.879 -0.11
C 14.337 7.965 18.493 -0.11
C 11.886 6.332 11.153 -0.10
C 13.921 7.834 22.105 0.00
C 7.147 9.821 11.499 -0.09
C 15.331 9.363 20.256 -0.14
H 10.830 10.133 9.434 0.10
H 10.673 9.009 16.030 0.12
H 13.517 5.592 19.785 0.09
H 12.595 9.529 14.245 0.00
H 15.802 9.360 24.288 0.08
H 11.550 12.183 8.184 0.10
H 5.431 8.529 11.812 0.09
H 15.910 10.536 21.896 0.12
H 14.089 8.863 11.732 0.02
H 10.812 6.098 11.139 0.09
H 13.539 7.270 18.205 0.13
H 17.033 9.619 18.911 0.10
H 13.377 7.181 22.784 0.11
H 12.091 6.637 19.828 0.10
H 13.680 13.391 11.710 0.10
H 14.292 10.258 24.174 0.08
H 14.256 8.572 24.636 0.08
H 10.204 7.827 14.866 0.11
H 6.813 6.682 12.860 0.11
H 12.607 5.764 21.251 0.09
H 14.896 4.933 10.441 0.10
H 15.680 10.633 18.542 0.04
H 9.237 6.896 12.808 0.09
H 12.800 11.517 12.925 0.08
H 16.690 11.026 19.982 0.08
H 15.648 7.206 11.136 0.11
H 12.515 4.421 10.423 0.09
H 6.508 10.605 11.099 0.10
H 13.047 13.827 9.343 0.10
H 11.149 10.355 14.379 0.08
H 9.007 10.881 11.328 0.09

(3)
27
Properties=species:S:1:pos:R:3:lowdin_charge:R:1 method="wB97M-V/def2-TZVPD" lumo_energy_ev=-1.47 charge=0 orbital_gap_ev=6.04 e_tot_ev=-86659.130 de_lowest_ev=0.000
Br -1.004 2.097 5.514 0.66
O 2.462 -0.905 -2.644 -0.09
O 0.916 -2.398 -3.320 -0.10
N -1.080 0.421 0.525 -0.10
N -0.723 -0.644 -0.162 0.17
C -0.915 1.681 0.186 -0.01
C -0.950 0.737 3.020 -0.27
C -1.742 0.143 1.829 -0.09
C -0.103 -0.406 -1.298 -0.02
C 3.217 -2.990 -3.473 -0.04
C -0.271 1.958 -0.997 0.00
C 2.094 -2.009 -3.114 -0.77
C -1.881 1.615 3.852 -0.63
C 0.144 0.896 -1.712 0.02
H 3.873 -2.542 -4.221 0.06
H -0.044 1.257 2.719 0.11
H -0.630 -0.101 3.633 0.10
H -2.751 1.024 4.122 0.06
H -1.259 2.465 0.836 0.15
H 0.236 -1.249 -1.904 0.09
H -2.758 0.529 1.769 0.13
H -2.204 2.487 3.291 0.06
H 0.684 1.025 -2.639 0.13
H 3.808 -3.215 -2.585 0.06
H 2.816 -3.921 -3.872 0.06
H -0.117 2.975 -1.312 0.13
H -1.819 -0.928 1.958 0.13

(4)
52
Properties=species:S:1:pos:R:3:lowdin_charge:R:1 method="wB97M-V/def2-TZVPD" lumo_energy_ev=0.39 charge=0 orbital_gap_ev=9.29 e_tot_ev=-27220.971 de_lowest_ev=18.018
O -3.600 1.263 2.865 0.21
O 0.029 -3.765 -0.338 -0.18
O -0.423 0.286 -2.099 -0.02
N -0.897 -1.538 -0.137 0.15
N -0.178 -1.519 1.226 0.21
C -1.976 -0.058 2.019 0.05
C 2.664 2.164 -4.130 -0.20
C -2.858 0.500 3.089 -0.57
C 2.478 4.605 -3.231 -0.11
C -2.220 0.485 4.380 -0.03
C -0.981 -0.804 2.331 -0.27
C 0.477 -0.495 -2.700 -0.51
C -1.496 -1.050 4.663 -0.44
C -0.692 -1.044 6.056 0.01
C -0.602 -2.494 -0.788 -0.30
C 3.358 3.531 -3.574 -0.23
C 1.309 0.401 -3.647 -0.15
C 0.091 -1.887 -3.226 -0.15
C -0.576 -1.105 3.534 -0.23
C 1.953 1.548 -3.097 -0.30
C -0.990 -2.593 -2.437 -0.06
C -2.676 -2.168 4.580 0.01
H -2.919 0.721 5.180 0.11
H -0.149 -0.250 6.206 0.00
H -2.043 -2.969 4.764 0.04
H 1.916 4.279 -2.577 -0.03
H 3.553 1.698 -4.506 0.11
H 2.015 2.559 -4.892 0.12
H -0.641 -2.047 6.082 0.03
H 0.909 0.483 -4.560 0.07
H 4.065 4.053 -4.316 0.14
H 0.042 -2.354 1.391 -0.01
H -0.242 -1.777 -4.112 0.03
H -1.833 -2.007 -2.351 0.07
H 2.459 -0.348 -3.938 0.23
H 2.884 5.509 -3.035 0.05
H 3.946 3.250 -2.900 0.02
H -3.317 -1.834 5.450 0.10
H 1.231 2.275 -2.760 0.14
H 0.359 -0.530 3.781 0.18
H -0.084 -2.053 3.692 0.15
H -1.595 -0.635 6.916 0.17
H -1.008 -3.666 -2.767 0.13
H -0.754 0.431 -3.110 0.20
H 1.059 -2.716 -3.268 0.21
H -2.473 -0.165 0.989 0.15
H 1.231 -0.562 -1.763 0.19
H -3.169 -2.103 3.599 0.09
H 2.638 1.311 -2.442 0.09
H -0.759 -0.777 -0.437 -0.02
H -1.210 1.126 4.492 0.18
H 1.698 4.833 -4.150 0.16